1.
{"formula": "C7H14O3Si", "method": "ωB97M-V/def2-TZVPD", "symbols": ["C", "C", "C", "C", "C", "C", "C", "O", "O", "O", "Si", "H", "H", "H", "H", "H", "H", "H", "H", "H", "H", "H", "H", "H", "H"], "coordinates": [[2.17511, -1.16373, -2.39249], [-0.46940, -1.86806, -1.42211], [1.35495, -0.29859, -1.77235], [0.18371, -0.74976, -0.93275], [-0.74984, -0.57559, 3.03340], [1.91097, 1.77728, 0.88158], [-2.70239, 0.86336, -0.70527], [-0.81011, -0.62267, 1.66192], [0.58693, 1.53380, 1.04704], [-1.56019, 1.39211, -0.12199], [-0.37409, 0.36414, 0.45898], [2.94615, -0.76312, -3.07209], [2.06464, -2.16013, -2.31349], [-1.21580, -2.41161, -0.89862], [-0.05849, -2.51752, -2.16274], [1.67078, 0.75996, -1.73572], [-1.58313, -1.21566, 3.51958], [-1.00582, 0.48561, 3.30003], [0.19792, -0.91461, 3.54898], [2.49172, 1.01121, 0.46805], [2.25986, 2.40006, 1.76699], [1.87874, 2.56358, 0.08689], [-3.07556, 0.19004, 0.09064], [-2.47135, 0.35303, -1.64039], [-3.64530, 1.56687, -0.69407]], "lowdin_spin": [0.38, 0.73, 0.13, 0.51, 0.00, 0.00, 0.01, 0.01, 0.00, 0.02, 0.05, 0.02, 0.03, 0.04, 0.05, 0.00, 0.00, 0.00, 0.00, 0.00, 0.00, 0.00, 0.00, 0.01, 0.00], "total_energy_ha": -790.2188, "s2": 2.020, "orbital_gap_ev": [6.91, 7.59], "multiplicity": 3, "e_homo_ev": [-6.05, -9.98]}

=====

2.
{"formula": "C7H14O3Yb", "method": "ωB97M-V/def2-TZVPD", "symbols": ["C", "O", "C", "C", "O", "C", "H", "H", "H", "H", "H", "H", "H", "H", "H", "C", "C", "O", "C", "Yb", "H", "H", "H", "H", "H"], "coordinates": [[-0.70705, -2.91805, 0.46799], [-0.99689, -1.54205, 0.26995], [-2.33915, -1.27139, -0.12441], [-2.57560, 0.22429, -0.12339], [-1.68653, 0.81618, -1.03917], [-0.96361, 1.98930, -0.64110], [-1.42844, -3.35115, 1.17466], [-0.78000, -3.44537, -0.49209], [-3.02562, -1.75130, 0.58881], [-2.48536, -1.68422, -1.13549], [-2.46135, 0.61924, 0.90107], [-3.59970, 0.42030, -0.47373], [0.56956, 2.48428, -0.56926], [-0.82574, 2.50533, -1.60464], [-1.39519, 2.49991, 0.23669], [2.09627, 2.25406, -0.41517], [3.19951, 1.52038, -0.68995], [3.68634, 0.44078, -0.04984], [2.79842, -0.20084, 0.91740], [0.66451, -0.02925, -0.08406], [1.99492, 2.56619, 0.63532], [3.81666, 1.73184, -1.57346], [2.90232, 0.33080, 1.88334], [3.23358, -1.20152, 1.06682], [0.30814, -3.00774, 0.87368]], "lowdin_spin": [0.00, 0.00, 0.00, 0.00, 0.00, 0.00, 0.00, 0.00, 0.00, 0.00, 0.00, 0.00, 0.00, 0.00, 0.00, 0.22, 0.06, 0.01, 0.05, 0.64, 0.02, 0.01, 0.00, 0.00, 0.00], "total_energy_ha": -1658.9820, "total_charge": 1, "s2": 0.769, "orbital_gap_ev": [7.14, 5.27], "multiplicity": 2, "e_homo_ev": [-11.45, -10.85]}

=====

3.
{"formula": "C7H14O4P", "method": "ωB97M-V/def2-TZVPD", "symbols": ["C", "C", "C", "C", "C", "C", "C", "O", "O", "O", "O", "P", "H", "H", "H", "H", "H", "H", "H", "H", "H", "H", "H", "H", "H", "H"], "coordinates": [[-0.73843, 0.90645, 0.31128], [-0.42604, -0.28935, 0.29536], [-2.11870, 1.26479, -0.04538], [-1.19637, -1.48877, 0.12194], [-2.89873, 0.12872, -0.70287], [-2.71654, -1.17274, 0.03133], [2.84610, 1.82613, 0.63881], [1.86017, -1.18488, -1.50339], [3.69418, -1.23515, 0.40685], [1.30133, -0.70633, 0.97170], [2.73161, 0.89142, -0.40101], [2.32844, -0.57662, -0.06251], [0.03035, 1.64661, 0.38873], [-2.51104, 1.53237, 0.84880], [-2.13162, 2.12682, -0.71849], [-0.96517, -1.99526, -0.79143], [-1.04542, -2.26220, 0.90446], [-3.86395, 0.55478, -0.99213], [-2.36366, -0.05967, -1.66246], [-3.28216, -1.93530, -0.48998], [-3.19624, -1.11456, 1.04384], [2.57685, 2.81257, 0.32706], [3.85340, 1.80853, 1.02576], [2.22713, 1.55347, 1.39315], [2.36146, -1.09769, -2.28524], [3.64304, -1.93412, 0.94582]], "nbo_charge": [-0.28, 0.48, -0.40, -0.55, -0.40, -0.37, -0.26, -0.97, -0.94, -0.95, -0.79, 2.61, 0.26, 0.23, 0.24, 0.25, 0.27, 0.25, 0.20, 0.24, 0.22, 0.21, 0.21, 0.18, 0.54, 0.52], "total_energy_ha": -917.2119, "total_charge": 1, "orbital_gap_ev": 10.55, "e_homo_ev": -14.38}

=====

Respective M values: 174.27; 319.23; 193.16 g mol⁻¹.
Respective maximum force values: 7.10; 2.57; 5.90 eV/Å.